Formula: C10H11O2
Source: the OMol25 dataset
Level of theory: ωB97M-V/def2-TZVPD

Geometry as ORCA input:
```
! RIJCOSX wB97M-V def2-TZVPD def2/J DEFGRID3
* xyz 1 1
C 4.09 0.78 0.05
C 3.87 -0.58 0.13
C 2.96 1.65 -0.06
C 2.62 -1.13 -0.04
C 1.79 1.02 -0.01
C 1.52 -0.32 -0.04
C -1.62 0.09 1.18
C 0.14 -1.03 -0.04
C -3.76 -0.30 -0.77
C -3.71 0.87 0.31
O -0.96 -0.10 0.02
O -2.75 0.49 1.29
H 5.10 1.17 0.27
H 4.77 -1.06 0.22
H 3.02 2.76 0.00
H 2.37 -2.14 0.01
H -0.11 -1.42 -1.04
H 0.18 -1.56 0.91
H -2.77 -0.75 -1.08
H -4.21 -1.12 -0.34
H -4.32 0.00 -1.70
H -4.71 0.81 0.80
H -3.51 1.86 -0.06
*
```

Calculated values
* LUMO level (spin up / spin down): -7.385 / -7.383 eV
* total energy: -537.58358 Eh
* F_max: 6.31 eV/Å
* relative energy (zero: lowest compared OMol25 entry of this formula, charge and spin): 114.1 kcal per mole